# C5H8N2O2

C5H8N2O2 in the gas phase in a non-equilibrium geometry (ωB97M-V/def2-TZVPD, the Open Molecules 2025 dataset).

Last column: Mulliken charge in e.
Geometry (Å):
C -2.4755 0.6598 0.2221  -1.431
C -1.2957 -0.2485 -0.0619  1.182
O -1.5827 -1.4065 -0.3299  -0.700
C 0.1489 0.2182 -0.0640  -0.142
C 0.3344 1.6404 -0.1210  -0.067
O 1.3832 2.1653 -0.3384  -0.646
C 1.2367 -0.7125 0.0472  0.256
N 2.4840 -0.2104 0.1995  -0.349
N 1.0409 -2.0686 -0.0698  -0.402
H -2.3261 1.2589 1.1224  0.358
H -2.5361 1.3318 -0.6622  0.380
H -3.4288 0.0916 0.2854  0.301
H -0.6287 2.1810 0.0081  0.329
H 2.4989 0.8196 0.0329  0.282
H 3.2774 -0.7842 0.4119  0.163
H 0.0673 -2.2805 -0.3222  0.275
H 1.8019 -2.6556 -0.3601  0.212

Energy above the lowest of the compared OMol25 structures with the same formula, charge and spin (eV): 0.839
HOMO energy (eV): -8.535
DFT total energy (Ha): -455.3277
Structure (SMILES): CC(=O)C(C=O)=C(N)N